Record 1
Molecular formula: CH5N2OP
Method: DFT, ωB97M-V/def2-TZVPD

Each line ends with the Mulliken charge.
Geometry (Å):
N1 1.65724 -0.99767 0.07253  -0.345
P1 2.41096 0.44576 0.48909  0.241
O1 1.60974 1.54817 -0.05421  -0.431
H1 0.70734 -0.89432 -0.40170  0.332
H2 1.87475 -1.91857 0.29604  0.210
C1 -1.65312 0.67708 -0.29292  -0.170
N2 -1.18941 -0.49071 0.06516  -0.485
H3 -2.55973 1.25208 -0.01101  0.252
H4 -1.03477 1.39046 -0.85648  0.193
H5 -1.82300 -1.01229 0.69350  0.202

Cartesian forces, eV/Å:
N -1.596 2.892 -1.296
P 0.054 -1.645 0.066
O -0.385 0.468 -0.246
H 1.339 -0.208 0.971
H 0.817 -1.538 0.622
C 1.091 -0.668 0.882
N -1.687 2.378 -0.709
H -0.092 -1.250 0.355
H 0.356 -0.902 -0.187
H 0.103 0.474 -0.458

Properties
**Molar mass**: 92.0 g/mol
**Energy relative to the best compared isomer or geometry (same formula, charge and spin)**: 6.9 kcal per mole
**2S+1**: 1
**SMILES**: NP=O.C=N
**Highest occupied orbital energy**: -9.602 eV
**Energy**: -15434.39526 eV

---

Record 2
Molecular formula: CH5N2OS
Method: DFT, ωB97M-V/def2-TZVPD

Each line ends with the Mulliken charge.
Geometry (Å):
C1 1.97554 -0.40840 -0.00535  0.629
N1 0.70764 -0.57413 -0.08367  -0.616
N2 -1.85888 0.55883 0.03556  -0.544
O1 3.12118 -0.88131 0.08494  -0.246
S1 3.11814 0.85625 -0.02514  -0.016
H1 -0.77072 0.31784 -0.26843  0.503
H2 0.56581 -1.57445 -0.12710  0.221
H3 -2.48470 1.31188 -0.20989  0.342
H4 -1.89089 0.46990 1.04538  0.370
H5 -2.48311 -0.07639 -0.44631  0.358

Cartesian forces, eV/Å:
C -4.168 2.917 -0.448
N 1.362 -0.611 -0.095
N 0.565 -0.840 -0.693
O 2.287 -3.274 0.263
S 0.482 1.756 0.018
H -1.229 0.815 0.385
H -0.527 -0.560 0.096
H 1.155 1.968 -0.137
H -0.224 -0.408 0.188
H 0.296 -1.762 0.425

Properties
**Molar mass**: 93.1 g/mol
**Energy relative to the best compared isomer or geometry (same formula, charge and spin)**: 55.4 kcal per mole
**2S+1**: 1
**Total charge**: +1
**Highest occupied orbital energy**: -13.600 eV
**Energy**: -16971.56469 eV

---

Record 3
Molecular formula: CH5N2PS
Method: DFT, ωB97M-V/def2-TZVPD

Each line ends with the Mulliken charge.
Geometry (Å):
C1 -0.93112 -0.89929 0.12122  -0.347
N1 -2.14996 -0.49372 -0.42027  -0.250
N2 -2.60021 0.63437 -0.37808  0.098
P1 1.47828 1.33400 0.03875  0.034
S1 -2.20752 2.07482 0.21257  -0.096
H1 -0.71260 -1.98445 0.01756  0.282
H2 -0.70276 -0.57000 1.18741  0.293
H3 -0.07734 -0.36758 -0.43160  -0.025
H4 1.09523 0.88312 1.51972  0.046
H5 0.30773 2.05038 0.11125  -0.036

Cartesian forces, eV/Å:
C 3.493 0.370 1.081
N -2.347 0.374 -0.893
N 1.088 -0.893 0.421
P 0.354 -0.931 2.507
S -0.317 0.063 0.033
H -0.643 0.761 0.036
H -0.888 -0.332 -0.988
H -1.016 -0.628 0.288
H 0.892 0.549 -2.194
H -0.616 0.668 -0.292

Properties
**Molar mass**: 108.1 g/mol
**Energy relative to the best compared isomer or geometry (same formula, charge and spin)**: 109.6 kcal per mole
**2S+1**: 1
**Highest occupied orbital energy (spin up / spin down)**: -8.840 / -8.668 eV
**Energy**: -24217.24591 eV

---

Record 4
Molecular formula: CH5N3
Method: DFT, ωB97M-V/def2-TZVPD

Each line ends with the Mulliken charge.
Geometry (Å):
C1 -0.17310 0.99593 0.66054  -0.018
N1 -0.17984 -1.45199 -0.70198  -0.243
N2 0.59273 -0.87899 0.28855  -0.406
N3 -0.16122 2.07905 1.31906  -0.461
H1 -0.96488 1.20205 -0.15963  0.212
H2 1.40922 -0.47334 -0.12460  0.252
H3 -0.68022 -2.29720 -0.46811  0.221
H4 -0.16409 -1.00304 -1.58677  0.205
H5 0.43909 2.05253 2.12456  0.238

Cartesian forces, eV/Å:
C -1.933 0.681 -2.242
N 1.192 0.965 1.511
N -1.846 1.385 0.811
N 0.786 -2.055 0.180
H 1.068 -1.651 0.301
H 0.452 0.208 -0.371
H 0.005 0.568 -0.142
H -0.410 -0.274 -0.731
H 0.686 0.173 0.683

Properties
**Molar mass**: 59.1 g/mol
**Energy relative to the best compared isomer or geometry (same formula, charge and spin)**: 115.4 kcal per mole
**2S+1**: 1
**Highest occupied orbital energy**: -8.162 eV
**Energy**: -5583.96991 eV

---

Record 5
Molecular formula: CH5N3
Method: DFT, ωB97M-V/def2-TZVPD

Each line ends with the Mulliken charge.
Geometry (Å):
N1 -0.66003 -0.07875 1.35927  -0.678
C1 -0.19948 0.00475 0.15868  0.482
N2 -1.02621 -0.38589 -0.86069  -0.392
N3 1.14476 0.34110 -0.15964  -0.531
H1 0.12944 0.19380 1.93668  0.238
H2 -1.86137 -0.92007 -0.73427  0.215
H3 -0.73888 -0.20668 -1.80381  0.205
H4 1.90265 -0.26347 0.11287  0.227
H5 1.30912 1.31522 -0.00908  0.233

Cartesian forces, eV/Å:
N 0.720 0.530 -0.648
C -1.010 -1.674 1.609
N 0.997 0.494 -1.069
N -0.576 0.548 -1.322
H -0.192 -0.122 0.512
H -0.124 0.170 0.524
H 0.126 -0.137 -0.029
H -0.375 -0.077 0.241
H 0.434 0.267 0.181

Properties
**Molar mass**: 59.1 g/mol
**Energy relative to the best compared isomer or geometry (same formula, charge and spin)**: 17.7 kcal per mole
**2S+1**: 1
**SMILES**: N=C(N)N
**Highest occupied orbital energy**: -9.016 eV
**Energy**: -5588.20792 eV

---

Record 6
Molecular formula: CH5N3
Method: DFT, ωB97M-V/def2-TZVPD

Each line ends with the Mulliken charge.
Geometry (Å):
C1 1.96389 -0.00647 0.39984  -0.751
N1 -1.86456 0.49636 0.26835  -0.190
N2 -1.77143 -0.52883 -0.65791  -0.191
N3 -1.05354 -0.64390 0.41543  -0.045
H1 1.65833 -0.49134 1.35288  0.269
H2 2.03830 -0.62736 -0.42376  0.289
H3 1.54539 1.06994 0.17510  0.184
H4 -1.28116 1.22243 -0.07350  0.209
H5 -1.23523 -0.49082 -1.45643  0.226

Cartesian forces, eV/Å:
C -2.032 2.743 1.617
N -1.226 1.759 0.973
N -3.291 -3.003 -1.139
N 2.006 -0.843 2.484
H 0.475 0.651 -0.771
H 0.439 -1.136 -1.535
H 1.101 -2.231 0.675
H 1.018 1.321 0.189
H 1.509 0.739 -2.492

Properties
**Molar mass**: 59.1 g/mol
**Energy relative to the best compared isomer or geometry (same formula, charge and spin)**: 185.3 kcal per mole
**2S+1**: 1
**Highest occupied orbital energy (spin up / spin down)**: -9.173 / -9.186 eV
**Energy**: -5580.94303 eV

---

Record 7
Molecular formula: CH5N3O
Method: DFT, ωB97M-V/def2-TZVPD

Each line ends with the Mulliken charge.
Geometry (Å):
H1 -1.33195 -1.75269 0.04271  0.181
N1 -1.63591 -0.80201 0.11832  -0.687
C1 -0.60349 -0.04968 -0.00680  0.523
N2 -0.54069 1.32021 -0.04906  -0.451
N3 0.69421 -0.61932 -0.39497  -0.266
O1 1.81636 -0.04981 0.06141  -0.425
H2 -1.28044 2.08375 -0.27817  0.253
H3 0.51126 1.81338 -0.22662  0.288
H4 0.50930 -1.75037 -0.43805  0.246
H5 1.86135 -0.19345 1.17121  0.337

Cartesian forces, eV/Å:
H -0.028 -0.773 0.114
N 0.437 1.721 0.022
C 0.894 -0.192 -1.542
N 2.483 4.422 -0.683
N -4.070 -3.268 -0.833
O 1.337 -0.549 4.877
H 1.325 -2.923 0.835
H -3.997 -2.488 0.638
H 1.670 3.474 0.674
H -0.051 0.575 -4.102

Properties
**Molar mass**: 75.1 g/mol
**Energy relative to the best compared isomer or geometry (same formula, charge and spin)**: 73.1 kcal per mole
**2S+1**: 1
**SMILES**: [H]/N=C(/N)NO
**Highest occupied orbital energy**: -9.019 eV
**Energy**: -7632.46880 eV

---

Record 8
Molecular formula: CH5N3O
Method: DFT, ωB97M-V/def2-TZVPD

Each line ends with the Mulliken charge.
Geometry (Å):
N1 1.50983 -0.41206 0.33172  -0.525
C1 0.11378 -0.20131 0.11195  0.637
N2 -0.42494 0.65633 0.99683  -0.472
N3 -0.24198 -0.59598 -1.04756  -0.417
O1 -1.71352 -0.21263 -1.02507  -0.487
H1 2.07498 0.40780 0.49696  0.193
H2 1.94443 -1.08860 -0.28461  0.239
H3 -1.34719 0.94903 0.69109  0.277
H4 0.17148 1.39464 1.33567  0.231
H5 -2.08687 -0.89723 -1.60698  0.324

Cartesian forces, eV/Å:
N -0.496 -0.652 0.622
C 5.203 1.035 -1.082
N -1.926 0.072 0.245
N -3.601 -0.121 0.764
O 0.846 -1.020 -1.129
H -0.142 -0.064 -0.063
H -0.257 0.372 -0.012
H 0.199 0.179 0.244
H 0.037 -0.273 0.109
H 0.138 0.471 0.301

Properties
**Molar mass**: 75.1 g/mol
**Energy relative to the best compared isomer or geometry (same formula, charge and spin)**: 34.3 kcal per mole
**2S+1**: 1
**SMILES**: NC(N)=NO
**Highest occupied orbital energy**: -8.808 eV
**Energy**: -7634.14964 eV